9
Properties=species:S:1:pos:R:3:forces:R:3 method="wB97M-V/def2-TZVPD" orbital_gap_ev=8.077 homo_energy_ev=-8.4 e_above_lowest_kcal_mol=67.7
C 0.558658 -0.001794 -0.441827 1.717 2.043 -0.540
C 0.588281 0.844214 0.755343 -1.155 -2.092 0.649
O -1.834603 -0.296025 0.413662 -1.852 -0.046 0.772
S -1.151435 -0.352791 -0.865007 -0.430 -2.545 -2.030
S -0.064477 0.244113 2.084244 0.626 -0.161 1.133
H 1.120981 0.478644 -1.245106 -0.439 -0.154 -0.427
H 1.029965 -0.884658 -0.209149 0.964 -2.203 0.431
H 0.702137 1.858264 0.702943 0.571 2.590 -0.516
H -0.949508 -1.889968 -1.195104 -0.001 2.567 0.528


17
Properties=species:S:1:pos:R:3:forces:R:3 method="wB97M-V/def2-TZVPD" orbital_gap_ev=8.768 homo_energy_ev=-9.3 e_above_lowest_kcal_mol=139.5
H -2.864155 -1.383422 4.130882 0.527 -0.224 -1.487
N -3.159191 -1.172943 3.138837 -1.229 -0.093 1.156
N -2.384761 -0.484150 2.514273 1.338 0.365 0.475
N -2.057767 0.500012 1.942731 -0.756 0.590 -0.772
N -1.478801 0.932844 0.880736 -0.193 -0.106 -0.109
S -1.129356 -0.299085 -0.222859 3.105 -1.944 -1.278
O -1.862886 -0.326589 -1.470798 0.125 0.958 1.104
O -1.129799 -1.529752 0.564253 -0.071 0.669 -0.156
C 0.868870 0.026613 -0.755187 -2.700 -0.272 0.732
C 1.682392 -0.507176 0.121550 3.186 2.179 -2.609
C 1.119787 0.663080 -2.015095 0.333 1.866 -1.843
C 2.260728 1.325173 -2.316593 1.576 -1.903 1.244
H 1.299561 -0.860208 0.952804 -1.805 -2.033 4.052
H 2.808143 -0.391769 0.137667 -1.410 -0.347 -0.618
H 0.338758 0.722252 -2.774775 -0.092 -0.572 0.310
H 2.644704 1.536498 -3.357565 -0.966 0.239 1.417
H 3.043774 1.248622 -1.470860 -0.967 0.627 -1.617


115
Properties=species:S:1:pos:R:3:forces:R:3 method="wB97M-V/def2-TZVPD" orbital_gap_ev=6.796 homo_energy_ev=-4.9 e_above_lowest_kcal_mol=30.1 total_charge=-1
In -0.010488 -1.136955 0.291047 0.250 0.162 0.195
C 4.074662 0.771200 1.894737 -0.069 0.060 -0.001
C 2.631605 0.315764 1.842017 0.265 -0.209 0.073
N 2.181549 -0.295750 0.806252 -0.217 0.095 0.080
N 3.066332 -0.502152 -0.238221 -0.009 0.147 -0.240
C 2.913527 -1.652564 -0.792669 0.079 0.068 0.164
S 1.840360 -2.899188 -0.251878 -0.067 0.040 -0.188
S 3.933426 -1.919968 -2.237037 0.021 -0.078 0.065
C 4.780148 -3.431333 -1.646042 -0.091 0.169 -0.076
C 5.868477 -3.099005 -0.667949 -0.017 0.038 0.017
C 5.571087 -2.988254 0.688602 -0.018 -0.024 0.035
C 6.546533 -2.593466 1.594255 0.008 0.003 -0.010
C 7.833543 -2.310662 1.157161 -0.001 -0.016 -0.036
C 8.140940 -2.429337 -0.192946 -0.019 -0.010 0.004
C 7.163543 -2.819843 -1.096848 0.001 -0.022 0.019
C 1.798937 0.481992 3.045250 -0.083 0.014 -0.059
C 2.276276 1.305157 4.077300 0.010 0.073 -0.059
C 1.645192 1.426626 5.296852 -0.124 0.043 0.032
C 0.475298 0.690103 5.518078 0.037 0.019 -0.106
C -0.032833 -0.114898 4.526768 -0.033 0.027 -0.008
C 0.585503 -0.244050 3.253642 0.151 -0.008 0.000
O 0.046130 -1.059708 2.405909 -0.234 0.198 -0.151
H 4.658421 0.255506 1.140948 0.019 0.000 -0.008
H 4.131892 1.844191 1.682106 -0.007 -0.039 0.052
H 4.504481 0.591599 2.879006 -0.004 0.000 -0.031
H 4.007344 -4.051437 -1.194091 0.037 -0.115 -0.051
H 5.161716 -3.924690 -2.538646 0.063 -0.034 0.011
H 4.563164 -3.205752 1.028773 0.029 0.040 -0.013
H 6.296751 -2.498966 2.644559 0.000 -0.017 -0.026
H 8.594736 -2.002137 1.863704 -0.017 0.004 -0.013
H 9.142440 -2.208765 -0.543738 -0.016 -0.016 0.012
H 7.402858 -2.902054 -2.152198 -0.010 0.027 0.025
H 3.180911 1.878789 3.908873 -0.035 -0.050 0.020
H 2.051560 2.069709 6.068354 0.002 -0.012 -0.028
H -0.031676 0.750884 6.475450 -0.002 -0.007 -0.010
H -0.937261 -0.693695 4.677844 0.039 0.012 -0.007
Cl -2.576373 0.877949 -2.666896 0.763 0.072 -0.182
C -1.887040 1.861688 -1.330461 0.618 0.042 0.112
C -0.365886 1.751387 -1.212744 0.058 -0.158 -0.013
O 0.278922 2.765213 -1.464340 0.053 -0.042 0.082
O 0.162600 0.636106 -0.844848 -0.207 -0.027 -0.001
H -2.347446 1.525401 -0.407463 0.131 -0.014 -0.140
H -2.133782 2.893865 -1.545460 0.172 -0.174 -0.097
S -1.932907 -5.608288 0.244762 -0.085 -0.118 0.021
C -1.471064 -4.069482 0.462140 0.266 0.123 0.236
N -1.137043 -2.959105 0.618606 -0.136 -0.338 -0.163
N -0.968960 1.952144 1.710550 0.022 0.124 0.411
C -0.376546 2.818722 2.200756 0.202 0.067 -0.462
N 0.386176 3.820626 2.618274 -0.063 -0.081 0.215
C 0.065466 4.582446 3.819272 0.008 -0.065 -0.101
C -0.450478 5.971879 3.457739 0.196 0.029 -0.015
C 0.550484 6.678796 2.537118 -0.113 -0.093 -0.063
C 0.823940 5.832208 1.289701 0.003 0.011 0.153
C 1.324787 4.449079 1.690311 -0.053 -0.055 -0.160
H 0.984042 4.677252 4.408011 0.022 -0.036 0.046
H -0.646839 4.015846 4.415503 -0.023 -0.033 -0.009
H -0.615333 6.547543 4.372646 -0.008 0.006 -0.028
H -1.408217 5.878636 2.943015 -0.113 -0.021 -0.014
H 1.489372 6.832975 3.082264 -0.014 0.035 -0.016
H 0.172912 7.662495 2.249900 0.025 0.014 0.037
H 1.559452 6.318534 0.644580 -0.027 -0.032 0.000
H -0.098713 5.711909 0.713851 0.041 0.014 -0.042
H 2.293554 4.532309 2.196470 0.013 -0.016 0.018
H 1.440970 3.800264 0.822844 -0.019 -0.023 -0.022
C -5.591566 -0.138497 -1.783094 -0.201 -0.042 -0.247
O -5.397518 0.166176 -0.408498 -0.221 0.283 -0.132
C -4.800062 1.333941 -0.081102 -0.220 0.051 -0.073
C -4.678406 2.391849 -0.976236 -0.473 0.320 0.044
C -4.156265 3.610550 -0.578288 -0.384 -0.055 0.158
C -3.751813 3.784015 0.735180 -0.081 -0.010 0.040
C -3.842420 2.725095 1.618930 0.040 0.021 0.069
C -4.336409 1.482589 1.234823 0.001 0.014 0.162
N -4.441490 0.497792 2.240464 0.020 0.086 -0.168
C -4.687304 -0.826812 2.154410 0.072 0.194 0.020
C -4.431603 -1.636127 1.088013 0.405 -0.456 0.084
C -5.183598 -2.855287 0.950537 -0.028 0.103 0.035
C -5.039320 -3.649908 -0.127114 0.013 -0.007 -0.157
C -4.098555 -3.285592 -1.152867 -0.037 -0.022 0.118
C -3.312672 -2.192988 -1.041896 0.052 -0.010 -0.039
C -3.356971 -1.343689 0.133899 -0.167 -0.296 -0.094
O -2.492397 -0.469685 0.346520 0.060 -0.156 -0.002
H -5.892676 -1.182861 -1.812142 -0.046 0.046 0.045
H -4.663866 -0.015269 -2.344916 -0.334 -0.061 0.143
H -6.378463 0.481935 -2.221155 -0.048 0.043 0.062
H -5.009759 2.269635 -1.997407 0.021 -0.061 0.066
H -4.069384 4.416293 -1.296219 -0.012 -0.001 0.011
H -3.360295 4.735491 1.064114 0.087 0.028 0.058
H -3.493108 2.839625 2.638810 0.024 0.012 -0.027
H -4.284095 0.855162 3.168372 -0.180 0.077 0.046
H -5.166393 -1.244581 3.037263 0.012 0.025 -0.015
H -5.930486 -3.082600 1.705292 0.090 -0.026 0.039
H -5.618622 -4.557790 -0.227437 0.022 0.003 -0.012
H -3.996481 -3.931317 -2.017535 -0.009 0.014 -0.001
H -2.571862 -1.937170 -1.791493 -0.010 -0.024 0.036
C 0.973144 0.005255 -4.106703 0.032 -0.174 0.109
N 0.473773 -1.308141 -4.479401 0.016 0.094 -0.010
C 0.641892 -1.661108 -5.876839 0.021 -0.018 0.143
C -0.086677 -2.945728 -6.208802 0.027 0.001 0.071
C 0.260858 -3.955906 -5.131298 -0.031 0.092 0.027
N -0.215583 -3.456416 -3.859303 -0.102 0.035 -0.049
C -0.542754 -4.431714 -2.832020 0.026 0.115 -0.078
C -0.000146 -2.147359 -3.500848 0.198 -0.131 -0.067
O -0.221766 -1.741797 -2.364559 -0.232 0.034 0.117
H 0.333042 0.799277 -4.493892 -0.063 0.051 -0.016
H 1.982475 0.132937 -4.510535 -0.015 0.002 -0.009
H 1.016561 0.082076 -3.024215 -0.042 0.055 0.020
H 1.710707 -1.777614 -6.100110 0.033 0.036 -0.009
H 0.274204 -0.829790 -6.485318 -0.014 0.008 -0.029
H 0.202367 -3.300633 -7.199510 0.010 0.011 0.012
H -1.166038 -2.777471 -6.196398 -0.002 -0.033 -0.047
H 1.347625 -4.122276 -5.112106 -0.003 -0.057 -0.003
H -0.219777 -4.916360 -5.316940 -0.017 -0.028 0.001
H -1.211159 -5.184928 -3.255009 0.013 0.010 0.031
H -1.043721 -3.937226 -2.009256 0.012 0.019 -0.001
H 0.351742 -4.920335 -2.437438 -0.006 -0.009 0.029


11
Properties=species:S:1:pos:R:3:forces:R:3 method="wB97M-V/def2-TZVPD" smiles="N/C=C/C(O)=S" orbital_gap_ev=8.348 homo_energy_ev=-8.2 e_above_lowest_kcal_mol=27.5
N -1.660715 -1.132468 0.027249 0.590 -0.351 0.161
C -0.371234 -0.679153 -0.013131 -0.965 2.370 -0.504
C -0.087288 0.669950 -0.039306 -1.001 -0.628 0.306
C 1.277547 1.157608 -0.098961 -0.392 0.293 -0.492
O 2.176160 0.282188 0.386070 1.237 0.970 -0.762
S 1.726429 2.587023 -0.763641 -0.051 -0.434 0.264
H -1.817898 -2.095328 -0.163487 -0.163 -0.427 -0.109
H -2.434933 -0.524559 -0.153070 -0.003 0.271 0.040
H 0.382814 -1.426261 -0.159264 0.309 -0.301 0.234
H -0.928833 1.411245 -0.045768 1.015 -0.796 -0.082
H 1.737952 -0.250245 1.023309 -0.575 -0.966 0.943